1.
{"formula": "C35H35F3N2O2S", "method": "the ωB97M-V functional and the def2-TZVPD basis", "lumo_ev": -3.1, "gap_ev": 2.303, "homo_ev": -5.40, "symbols": ["H", "C", "H", "H", "C", "H", "H", "C", "F", "H", "C", "C", "H", "H", "H", "C", "H", "C", "C", "C", "N", "H", "H", "H", "C", "C", "C", "O", "H", "H", "H", "C", "C", "N", "H", "C", "C", "F", "C", "C", "C", "H", "H", "H", "H", "C", "H", "H", "H", "H", "C", "H", "C", "C", "C", "S", "H", "C", "H", "H", "C", "F", "C", "C", "H", "C", "C", "C", "C", "C", "O", "H", "C", "H", "H", "H", "C", "H"], "xyz": [[2.38028, 2.04234, -1.49203], [-7.06481, -2.46302, -2.87476], [4.64876, 0.99230, -1.51274], [-5.23825, -2.22399, -4.07769], [3.92121, -0.95082, -2.13939], [-7.86615, -2.07037, -0.88461], [-7.06069, -3.44456, -3.35473], [-2.79442, 4.51764, 3.20141], [-5.58993, 4.58241, 1.75201], [-0.50103, -1.80952, -1.23664], [2.77118, -1.68690, -2.52263], [3.31308, 1.07437, 2.25101], [6.65603, -4.05376, -3.29785], [-0.67753, 4.65582, 3.33667], [-7.94847, -1.91851, -3.20969], [4.25023, 0.13871, 4.70744], [4.84859, -2.70530, -0.36941], [-7.03582, -2.60935, -1.34498], [-3.57249, 0.28484, -2.40656], [2.73870, 1.54550, 3.43756], [5.16347, -1.57155, -2.11005], [7.84927, -2.75110, -3.18845], [2.79507, 1.46725, 5.59364], [-2.72784, -2.86540, -1.35269], [-1.35638, -1.21994, -1.56370], [6.78395, -3.13793, -1.32472], [-2.60409, -1.80947, -1.60722], [1.79096, 3.60215, 2.17645], [-4.44533, 0.85994, -2.72389], [0.11395, 0.90513, 3.26030], [-7.09410, -3.65726, -1.04413], [6.86034, -3.07522, -2.85726], [-5.79171, -1.71054, -3.27469], [-4.98139, -1.67516, -2.07370], [2.88308, -2.73785, -2.79867], [-1.52462, 3.98009, 3.26589], [1.52043, -1.10041, -2.52231], [-5.27922, 5.55019, 3.69739], [-5.25140, 4.34027, 3.05714], [-3.90717, 3.68260, 3.15222], [5.79846, -2.07408, -3.32117], [-2.35191, 0.65903, 3.20959], [2.96443, 1.45379, 1.29322], [-2.91721, 5.59737, 3.20366], [4.62174, -0.21064, 5.67118], [-3.75634, 2.29299, 3.15775], [-5.87858, -1.11183, -0.25489], [6.03951, -1.40067, -0.20734], [6.26268, -1.23745, -3.86845], [0.02692, 1.92530, -1.85729], [3.21744, 1.08357, 4.66824], [-6.00774, -0.68955, -3.62841], [-2.34037, 0.88844, -2.29184], [4.35184, 0.13417, 2.29399], [3.75884, 0.41327, -1.76830], [1.47406, 2.85404, 3.38202], [6.54505, -4.14867, -0.98609], [-3.74050, -1.07442, -2.03533], [-4.63955, 1.65614, 3.13254], [5.04646, -2.52189, -3.98702], [2.50514, 0.99161, -1.75367], [-6.24588, 3.58587, 3.59664], [5.66770, -2.18163, -0.89046], [-0.02657, 1.98220, 3.22712], [-5.11155, -2.71263, -0.25592], [4.81809, -0.33729, 3.52394], [-2.48425, 1.74289, 3.20139], [-1.17698, 0.15291, -1.92526], [0.06223, 0.83561, -1.91313], [-5.70610, -2.01667, -0.86579], [1.59391, 3.51637, 4.66557], [4.80930, -0.20577, 1.36273], [1.33156, 0.23531, -2.05267], [-2.21909, 1.95180, -2.49957], [5.64055, -1.05780, 3.56052], [0.66755, -1.67437, -2.87878], [-1.30613, 2.56631, 3.23636], [7.72951, -2.83721, -0.86900]], "atomic_forces_ev_per_a": [[0.10, -0.22, 0.08], [0.10, -0.12, -0.22], [-0.29, -0.17, -0.07], [-0.18, 0.17, 0.18], [-1.05, 0.38, 0.21], [0.06, -0.17, -0.01], [-0.14, 0.13, 0.06], [0.58, -0.29, 0.09], [-0.23, 0.03, 0.59], [-0.32, 0.22, 0.05], [0.15, 0.40, -0.03], [0.10, -0.18, 0.19], [0.16, 0.09, 0.04], [-0.03, -0.15, -0.05], [0.04, -0.14, -0.01], [-0.13, 0.15, -0.16], [0.22, 0.04, -0.03], [0.06, -0.07, 0.23], [-0.06, -0.30, 0.02], [0.11, -0.31, -0.06], [0.77, 0.08, -0.17], [-0.11, -0.14, 0.01], [0.02, 0.01, -0.22], [0.02, 0.40, 0.02], [-0.07, 0.09, -0.10], [-0.06, 0.00, 0.21], [-0.05, 0.29, 0.03], [-0.20, 0.22, 0.22], [0.30, -0.18, 0.13], [-0.06, 0.19, 0.01], [-0.16, 0.12, -0.07], [-0.05, -0.10, -0.21], [0.17, 0.66, -0.26], [0.03, -0.59, -0.24], [0.00, 0.36, -0.06], [-0.02, -0.05, -0.09], [0.03, 0.05, 0.28], [-0.19, -0.72, -0.53], [0.31, -0.10, 0.18], [-0.61, 0.36, 0.09], [-0.34, 0.35, -0.23], [-0.09, 0.28, 0.00], [0.00, 0.01, 0.21], [-0.01, -0.19, 0.03], [-0.10, 0.08, -0.25], [0.39, 0.04, 0.01], [0.07, -0.24, -0.10], [-0.02, -0.28, -0.04], [-0.16, -0.22, 0.02], [0.01, -0.21, 0.04], [0.03, -0.15, -0.21], [-0.14, -0.19, -0.07], [0.22, -0.01, 0.04], [-0.23, 0.25, 0.18], [0.17, -0.62, -0.16], [0.11, -1.00, -0.08], [0.17, 0.11, -0.01], [0.66, 0.44, -0.05], [0.22, 0.09, 0.03], [0.20, -0.05, 0.00], [-0.38, -0.11, 0.05], [0.26, 0.39, -0.39], [-0.34, 0.42, 0.47], [0.61, -0.16, 0.01], [-0.26, 0.09, -0.04], [-0.06, 0.13, -0.04], [0.09, 0.17, -0.08], [-0.54, -0.10, 0.22], [-0.22, -0.27, -0.23], [0.26, 0.18, 0.50], [-0.15, 0.31, -0.24], [-0.16, 0.06, 0.27], [0.97, -0.27, -0.22], [-0.13, -0.22, 0.00], [-0.31, 0.24, -0.01], [0.26, 0.18, 0.07], [-0.27, 0.19, -0.01], [-0.09, -0.14, -0.05]], "mulliken_charge": [0.342, -0.549, 0.468, 0.284, -0.347, 0.293, 0.262, -0.849, -0.263, 0.695, -0.201, -0.458, 0.274, 0.359, 0.304, -0.562, 0.322, -0.502, -0.215, -0.301, 0.178, 0.270, 0.412, 0.458, -0.905, -0.576, -0.285, -0.632, 0.376, 0.411, 0.270, -0.542, -0.604, 0.221, 0.469, -0.617, -1.086, -0.274, 0.931, 0.266, -0.581, 0.332, 0.439, 0.369, 0.354, -0.668, 0.260, 0.036, 0.271, 0.403, -0.317, 0.297, -1.230, -0.057, -0.282, 1.301, 0.271, 0.020, 0.400, 0.342, -0.902, -0.276, -0.207, -0.652, 0.304, -0.399, -0.929, 0.812, -0.434, -0.580, -0.676, 0.171, 0.824, 0.380, 0.362, 0.766, 1.078, 0.305]}

2.
{"formula": "C35H35N2", "method": "the ωB97M-V functional and the def2-TZVPD basis", "de_lowest_kcal_mol": 9.66, "charge": 1, "lumo_ev": -4.8, "gap_ev": 5.090, "homo_ev": -9.87, "symbols": ["H", "C", "H", "C", "H", "C", "C", "H", "C", "H", "C", "N", "H", "C", "H", "H", "C", "H", "H", "C", "C", "H", "C", "C", "N", "C", "C", "H", "H", "H", "C", "H", "H", "C", "C", "C", "H", "C", "C", "H", "C", "H", "H", "C", "H", "C", "C", "C", "C", "H", "C", "H", "H", "H", "C", "C", "H", "H", "H", "H", "C", "H", "C", "C", "C", "C", "C", "H", "H", "H", "H", "H"], "xyz": [[3.71022, -3.84816, -3.57562], [-0.38082, 1.27912, -1.41417], [5.29224, -2.17870, -2.60156], [3.07622, -1.99467, 3.83097], [1.07512, -2.52390, 3.17256], [0.13518, 4.23354, 4.44571], [4.25536, -2.21296, -2.26707], [-0.05451, -1.14496, 1.08384], [4.01546, 0.00900, 2.83626], [-4.58365, -3.46187, -1.48319], [0.44061, -0.38468, 1.68302], [-2.03768, -1.25005, -1.94169], [-3.43374, 3.02398, 0.74083], [1.17116, 2.60554, -2.67927], [-4.05024, 2.37539, 2.28523], [-2.28515, -2.95151, -0.74938], [-4.82593, -1.74161, -2.77408], [-1.74049, 4.72967, 3.42339], [0.03242, 3.33481, -0.97247], [-0.66693, -1.15242, -1.76212], [2.04856, -3.20275, -2.37081], [1.10116, -0.62131, -3.81628], [-0.93799, 4.01050, 3.56900], [0.08454, 1.83883, 2.96198], [-1.95039, 2.29796, 2.05058], [-0.03570, 0.14809, -2.15441], [4.13642, -1.08773, 3.70145], [-4.43719, -1.90567, -0.66915], [5.05557, -1.23148, 4.27018], [-4.47020, 0.01502, -3.98561], [0.86796, 0.26344, -3.21865], [-4.77610, -2.37238, -3.67026], [-3.19561, 3.94345, 2.26043], [-2.61928, -0.46685, -3.04334], [-2.66317, -2.54532, -1.69269], [-3.23158, 2.94440, 1.81861], [-2.38954, -3.25058, -2.49980], [1.11437, 3.24542, 4.63042], [-0.93770, 2.81203, 2.86556], [2.70147, 1.11088, 1.51386], [-4.14387, -0.40192, -3.02723], [-2.24626, 0.47607, 0.94849], [-2.24657, 0.56311, -3.00395], [0.10794, -2.13657, -1.18425], [-5.88422, -1.56585, -2.55827], [1.45537, 1.49866, -3.48787], [3.80606, -1.32354, -1.28391], [1.90606, -1.81648, 3.10221], [1.55003, -2.22933, -1.47287], [4.49723, -0.62188, -0.81025], [-4.18476, -2.44870, -1.58802], [0.19463, 5.17232, 4.99330], [-0.35504, -3.01289, -0.72084], [1.34980, -3.94676, -2.76149], [-0.29172, 0.74075, 2.04598], [1.07209, 2.03756, 3.91317], [-1.12498, 1.16430, -0.62648], [2.14674, 1.59058, -4.32632], [-4.45352, 0.30999, -2.25169], [1.79642, 1.25273, 4.11217], [0.25947, 2.49126, -1.62539], [1.65462, 3.56317, -2.87508], [2.81962, 0.23017, 2.15486], [2.46737, -1.32255, -0.91227], [3.36844, -3.15085, -2.81025], [-1.59272, 1.07590, 1.58190], [1.72379, -0.66282, 2.30134], [4.84704, 0.70642, 2.70416], [3.16274, -2.84852, 4.50666], [1.91853, 3.42062, 5.34684], [2.09040, -0.60857, -0.17695], [-2.28117, -0.88786, -4.00997]], "atomic_forces_ev_per_a": [[-0.06, 0.14, 0.26], [0.31, -0.25, 0.17], [-0.27, -0.04, 0.09], [0.24, 0.11, 0.01], [0.36, 0.13, 0.11], [-0.17, -0.27, -0.39], [-0.21, 0.07, 0.13], [0.12, 0.02, -0.17], [-0.21, -0.15, -0.05], [0.03, 0.10, 0.03], [-1.55, 0.88, 1.38], [-0.42, 0.59, 0.63], [0.16, 0.02, 0.35], [0.04, -0.05, 0.00], [0.38, 0.18, -0.07], [-0.06, 0.08, -0.23], [0.03, 0.00, -0.04], [0.28, -0.03, 0.24], [0.08, -0.08, -0.29], [0.63, -1.07, 0.44], [-0.49, 0.58, 0.21], [0.01, 0.33, 0.18], [0.35, -0.18, 0.06], [-0.58, 0.59, 0.02], [0.15, -2.31, -1.18], [-0.01, -0.02, -0.57], [-0.32, 0.06, -0.18], [0.01, -0.03, -0.03], [-0.27, 0.00, -0.18], [0.04, 0.01, 0.14], [-0.21, 0.02, 0.29], [0.06, 0.05, 0.11], [-0.11, -0.28, -0.22], [0.04, -0.05, -0.47], [-0.15, -0.05, -0.16], [-0.55, 0.14, -0.21], [0.04, 0.08, 0.17], [-0.31, -0.15, -0.24], [0.71, -0.12, 0.62], [0.09, -0.33, 0.22], [0.00, 0.08, 0.18], [0.09, 0.28, 0.18], [0.02, -0.37, -0.01], [-1.09, 0.22, -0.75], [0.07, -0.11, -0.14], [-0.08, 0.08, 0.15], [0.15, -0.12, -0.19], [-0.55, 0.49, -0.50], [1.35, 0.18, 0.32], [-0.18, -0.20, -0.23], [0.10, 0.03, 0.10], [-0.02, -0.25, -0.11], [0.10, 0.15, -0.55], [0.26, 0.22, -0.01], [1.16, -0.62, 0.09], [0.42, 0.28, 0.37], [0.26, 0.16, -0.40], [-0.17, 0.03, 0.26], [0.01, -0.07, -0.01], [-0.04, 0.35, -0.02], [0.00, 0.01, -0.26], [-0.10, -0.28, 0.04], [-0.46, -0.21, 0.17], [-0.36, -0.29, -0.16], [0.13, 0.06, 0.28], [-0.66, 1.56, 0.42], [1.76, -0.12, 0.28], [-0.30, -0.27, 0.06], [0.01, 0.27, -0.28], [-0.28, -0.12, -0.20], [0.28, -0.16, -0.46], [-0.08, 0.03, 0.20]], "mulliken_charge": [0.410, 0.321, 0.404, -0.763, 0.466, -0.698, -0.585, 0.822, -0.747, 0.412, -0.864, 0.876, 0.320, -0.708, 0.336, 0.342, -0.745, 0.305, 0.443, 0.442, -0.375, 0.468, -1.076, 0.857, 0.280, -0.233, -0.501, 0.274, 0.428, 0.369, 0.117, 0.336, 0.283, -0.695, -0.720, -0.845, 0.386, -0.867, 0.254, 0.474, -0.776, 1.086, 0.382, -1.718, 0.342, -0.807, -0.894, -0.433, -0.612, 0.429, -0.908, 0.407, 0.571, 0.420, 1.542, -0.040, 0.752, 0.432, 0.261, 0.446, -0.866, 0.405, -0.019, 0.985, -0.657, -2.157, 0.531, 0.458, 0.417, 0.429, 0.262, 0.327]}